{"formula": "C40H74N11O", "method": "the ωB97M-V functional and the def2-TZVPD basis", "species": ["C", "C", "C", "C", "C", "C", "N", "C", "N", "C", "C", "C", "N", "N", "C", "C", "C", "C", "C", "C", "C", "C", "C", "C", "N", "C", "C", "C", "C", "C", "C", "C", "O", "C", "H", "H", "H", "H", "H", "H", "H", "H", "H", "H", "H", "H", "H", "H", "H", "H", "H", "H", "H", "H", "H", "H", "H", "H", "H", "H", "H", "H", "H", "H", "H", "H", "H", "H", "H", "H", "H", "H", "H", "H", "H", "H", "H", "H", "H", "H", "H", "H", "H", "H", "H", "H", "H", "H", "H", "H", "C", "C", "N", "H", "H", "H", "C", "C", "N", "H", "H", "H", "C", "C", "N", "H", "H", "H", "C", "C", "N", "H", "H", "H", "C", "C", "N", "H", "H", "H", "C", "C", "N", "H", "H", "H"], "xyz": [[-4.1205, -1.4379, 4.3106], [-5.1910, -0.7317, 3.4621], [-5.5762, -1.4653, 2.1772], [-4.3967, -1.8849, 1.3013], [-4.9385, -2.7593, 0.1290], [-3.7551, -0.6837, 0.6918], [-4.3470, 0.4899, 0.6825], [-3.5472, 1.3325, 0.0232], [-3.9770, 2.5911, -0.1479], [-3.3647, 3.6991, -0.8454], [-5.2937, 2.8581, 0.4480], [-5.2478, 3.0099, 1.9699], [-6.5392, 2.6234, 2.5460], [-2.3693, 0.6810, -0.3717], [-1.0645, 0.8732, -1.0584], [-0.6019, 2.1975, -1.6364], [0.8260, 2.0419, -2.2267], [0.8696, 2.7859, -3.5625], [1.8663, 2.6129, -1.2550], [3.2385, 2.9293, -1.8401], [4.0542, 1.7636, -2.3189], [3.6669, 0.4722, -2.4775], [4.0324, -0.2657, -3.7290], [2.9146, -0.2808, -1.3942], [-2.5735, -0.6348, 0.0828], [-1.7668, -1.8450, -0.0460], [-1.9154, -2.5694, -1.4010], [-1.7051, -4.0964, -1.2477], [-0.5534, -4.7704, -2.0037], [0.0624, -5.9061, -1.1501], [1.5213, -5.7093, -0.7835], [2.0313, -6.8929, 0.0557], [2.4820, -6.4527, 1.3335], [3.6882, -5.7134, 1.2787], [-4.4568, -1.4953, 5.3402], [-3.1938, -0.8741, 4.3159], [-3.9574, -2.4611, 3.9894], [-4.9132, 0.2909, 3.2213], [-6.0920, -0.6504, 4.0667], [-6.0856, -2.3821, 2.4690], [-6.2872, -0.8789, 1.6031], [-3.7146, -2.4858, 1.8926], [-5.1823, -2.1135, -0.7108], [-4.2250, -3.5172, -0.1697], [-5.8784, -3.2056, 0.4291], [-2.4478, 3.9835, -0.3570], [-3.1842, 3.4430, -1.8773], [-3.9946, 4.5755, -0.8418], [-5.6497, 3.7992, 0.0444], [-6.0277, 2.1164, 0.1562], [-4.4686, 2.3386, 2.3320], [-4.9711, 4.0243, 2.2359], [-6.6943, 3.1668, 3.3862], [-6.4846, 1.6704, 2.8822], [-1.0129, 0.1498, -1.8678], [-0.2900, 0.5542, -0.3630], [-0.5165, 2.9698, -0.8907], [-1.2246, 2.4995, -2.4604], [1.0107, 0.9976, -2.4565], [0.6880, 3.8478, -3.3987], [1.8142, 2.6534, -4.0750], [0.0568, 2.4366, -4.1958], [2.0249, 1.9597, -0.3994], [1.4775, 3.5434, -0.8409], [3.8069, 3.4251, -1.0535], [3.2026, 3.6442, -2.6588], [5.0934, 2.0013, -2.5357], [5.0816, -0.1090, -3.9858], [3.9117, -1.3409, -3.6144], [3.4178, 0.0916, -4.5482], [1.8310, -0.1968, -1.4727], [3.2126, -1.3149, -1.4795], [3.2384, 0.0631, -0.4212], [-2.0610, -2.5219, 0.7452], [-0.7052, -1.6765, 0.1014], [-2.8767, -2.3627, -1.8583], [-1.1344, -2.1908, -2.0559], [-2.6286, -4.5639, -1.5817], [-1.6119, -4.3422, -0.1911], [0.2181, -4.0664, -2.3113], [-0.9311, -5.2151, -2.9196], [-0.5249, -6.0417, -0.2464], [0.0013, -6.8340, -1.7166], [2.1400, -5.5566, -1.6616], [1.5710, -4.8452, -0.1264], [2.8523, -7.4213, -0.4290], [1.2381, -7.6106, 0.2421], [4.4193, -6.1422, 1.9597], [4.1250, -5.7079, 0.2827], [3.4992, -4.6881, 1.5853], [-0.6321, -6.3293, 2.4610], [-1.0902, -4.9612, 2.6596], [-1.4432, -3.8789, 2.8160], [-1.3834, -6.8870, 1.9041], [0.3012, -6.3151, 1.9027], [-0.4628, -6.8229, 3.4158], [1.7899, -7.3275, 6.1871], [1.4508, -8.5478, 5.4677], [1.1798, -9.5043, 4.8949], [1.9933, -7.5593, 7.2302], [2.6734, -6.8728, 5.7440], [0.9616, -6.6236, 6.1353], [-5.3845, 8.2193, -0.7599], [-4.1546, 7.5383, -1.1395], [-3.1864, 7.0011, -1.4434], [-5.3415, 9.2585, -1.0784], [-6.2357, 7.7365, -1.2353], [-5.5084, 8.1830, 0.3204], [3.7346, 7.1195, -1.9844], [4.3783, 6.2113, -1.0471], [4.8912, 5.4933, -0.3111], [3.5693, 6.6127, -2.9331], [2.7800, 7.4504, -1.5803], [4.3731, 7.9838, -2.1535], [8.1569, 5.1616, -2.3996], [7.6010, 5.9436, -3.4953], [7.0988, 6.5689, -4.3172], [8.2335, 4.1171, -2.6931], [9.1462, 5.5255, -2.1387], [7.5079, 5.2418, -1.5304], [7.9406, 4.1051, 1.8950], [8.9505, 4.1607, 0.8480], [9.7375, 4.2069, 0.0140], [7.1249, 3.4554, 1.5851], [8.3817, 3.7181, 2.8112], [7.5467, 5.1021, 2.0793]], "mulliken_charge": [-1.3551, 0.1077, -1.3771, 2.0389, -1.4201, -0.7758, -0.1165, 0.3143, 0.0385, -0.4468, -1.0291, -0.0660, -0.7337, -0.0309, -0.3296, -0.9203, 1.2128, -2.1206, -1.0736, -0.5359, -0.9401, 1.1098, -1.4022, -1.1384, 0.6625, -0.7681, -0.6272, -0.5342, -0.9071, -0.5471, -0.1161, -1.0863, -0.5080, -0.8123, 0.3872, 0.3574, 0.2556, -0.3849, 0.5011, 0.4570, 0.4011, -0.3366, 0.3091, 0.1467, 0.4963, 0.2216, 0.2497, 0.0713, 0.5265, 0.3442, 0.1596, 0.4393, 0.2642, 0.2548, 0.2787, 0.3720, 0.4016, 0.2414, -0.1125, 0.3696, 0.3879, 0.5434, 0.2231, 0.6510, 0.2504, 0.4515, 0.4869, 0.3828, 0.4138, 0.2410, -0.1671, 0.6464, 0.2474, 0.0890, 0.2277, 0.4844, 0.5039, 0.3665, 0.0868, 0.5342, 0.3122, 0.0044, 0.4651, 0.4090, 0.2496, 0.5152, 0.4646, 0.2586, 0.3749, 0.2901, -0.6122, 0.5747, -0.4686, 0.3438, -0.0963, 0.3216, -0.7485, 0.3727, -0.4098, 0.3120, 0.2492, 0.2567, -0.8600, 0.4328, -0.4170, 0.3327, 0.2771, 0.2712, -0.9410, 0.5078, -0.4847, 0.2731, 0.3481, 0.3384, -0.4355, 0.2324, -0.4280, 0.2862, 0.3556, -0.0489, -0.7703, 0.4374, -0.4524, 0.2236, 0.3320, 0.2610], "total_charge": 1, "homo_lumo_gap_ev": 8.059, "e_homo_ev": -9.8, "lumo_energy_ha": -0.064}